1.
Computed, not measured: a gas-phase ion, C5H13N2O (charge +1) in a non-equilibrium geometry, with ωB97M-V/def2-TZVPD.

Summary:
Frontier orbital gap ... 11.103 eV
Largest force on an atom ... 1.2 eV/A
Energy above the lowest of the compared OMol25 structures with the same formula, charge and spin ... 12.0 kcal/mol
Net charge ... +1

Positions of all 21 atoms, in Å:
C: 0.32 -0.13 -1.16
H: -1.87 2.16 1.21
N: -0.72 -1.92 0.21
N: -1.04 1.60 1.11
H: 0.90 1.49 1.91
H: 0.73 -0.54 0.92
H: -0.51 -2.39 -0.67
H: -0.39 -2.49 0.98
H: -0.53 -0.27 -1.83
C: 0.28 2.19 1.37
C: -1.28 0.36 0.71
O: -2.41 -0.12 0.61
H: 2.07 -1.51 -0.97
C: -0.12 -0.54 0.23
H: -1.76 -1.68 0.25
H: 1.22 -1.58 -2.50
H: 0.74 2.59 0.49
H: 2.24 -0.24 -2.15
C: 1.52 -0.92 -1.69
H: 0.49 0.94 -1.15
H: 0.11 2.98 2.11

Electronic structure analysis, natural (NBO) charges in units of e: C -0.422; H 0.431; N -0.701; N -0.567; H 0.211; H 0.236; H 0.439; H 0.443; H 0.227; C -0.428; C 0.660; O -0.623; H 0.215; C -0.133; H 0.480; H 0.228; H 0.213; H 0.252; C -0.645; H 0.242; H 0.243



2.
Computed, not measured: 2 unconnected molecules or ions with the total composition C6H14N3O in a non-equilibrium geometry, with ωB97M-V/def2-TZVPD.

Summary:
Frontier orbital gap ... 10.128 eV
Largest force on an atom ... 4.8 eV/A
Energy above the lowest of the compared OMol25 structures with the same formula, charge and spin ... 123.7 kcal/mol
Net charge ... +1

Positions of all 24 atoms, in Å:
H: -0.03 3.66 -1.69
H: -0.35 1.31 -1.16
N: -0.08 2.88 -1.07
H: -0.42 -2.59 -0.76
N: -1.93 0.30 -2.45
C: 0.18 3.24 1.43
C: 0.04 -1.85 1.79
H: -1.84 0.50 -3.44
H: 1.73 -1.25 0.82
H: 0.81 -3.52 0.17
H: -0.43 -0.89 2.21
C: 0.26 -0.04 0.13
H: -0.71 2.88 1.87
H: -2.83 0.09 -2.15
C: 0.55 -2.63 -0.46
C: 0.14 3.08 0.13
H: 0.53 0.89 0.73
C: 0.67 -1.43 0.46
H: 1.15 3.45 1.89
H: 0.79 -2.29 2.43
H: 1.24 -2.60 -1.32
O: -0.99 -0.53 -1.88
N: -0.32 0.26 -0.92
H: -0.69 -2.64 1.61

Electronic structure analysis, natural (NBO) charges in units of e: H 0.427; H 0.441; N -0.714; H 0.216; N -0.538; C -0.606; C -0.585; H 0.388; H 0.248; H 0.237; H 0.203; C 0.221; H 0.268; H 0.372; C -0.596; C 0.458; H 0.264; C -0.307; H 0.280; H 0.235; H 0.229; O -0.182; N -0.185; H 0.228



3.
Computed, not measured: a molecular structure, C29H29N6OPPbS2, with ωB97M-V/def2-TZVPD.

Summary:
Frontier orbital gap (spin up / spin down) ... 4.925 / 5.861 eV
Largest force on an atom ... 0.4 eV/A
Energy above the lowest of the compared OMol25 structures with the same formula, charge and spin ... 0.0 kcal/mol
Net charge ... +4

Positions of all 69 atoms, in Å:
C: -0.23 1.81 -3.05
C: 2.09 3.24 -2.44
C: 3.75 -0.49 -1.32
N: -0.26 -4.10 0.91
H: 0.09 -6.11 4.62
C: 4.22 -1.76 -0.97
H: 2.59 -1.80 5.81
C: 0.69 2.11 -4.05
C: -1.80 5.75 0.56
H: 5.15 -2.20 -1.29
C: 4.35 0.56 -2.17
C: -1.49 3.36 0.50
C: -0.73 -6.14 1.93
O: -0.58 0.74 0.50
H: -2.16 2.24 2.24
C: -2.34 5.61 1.86
C: -5.46 1.47 -1.64
C: -0.74 -4.82 -0.09
H: -2.89 4.26 3.47
C: 1.18 2.94 -1.44
N: 0.93 -3.12 3.33
N: -0.87 -4.42 -1.35
H: 3.67 0.85 -2.97
H: 2.53 3.09 -4.53
N: 2.57 -0.35 -0.70
P: -1.10 1.84 -0.41
H: 4.26 -4.13 0.33
C: -4.96 0.66 -0.62
S: -1.23 -6.45 0.35
H: -5.04 2.99 -3.11
C: 3.26 -2.32 -0.14
C: -0.22 -4.86 2.07
C: -2.78 1.62 -0.98
H: -0.81 -6.91 2.69
H: 1.37 3.29 -0.42
C: -3.30 2.45 -2.00
S: 1.31 -4.29 5.63
H: -2.68 6.49 2.39
Pb: 0.26 -1.51 1.24
H: 3.10 -3.62 1.56
H: 2.97 3.82 -2.21
C: -2.07 3.23 1.79
H: -2.66 3.15 -2.52
C: 0.47 -5.12 4.44
C: 3.29 -3.68 0.49
N: 2.24 -1.46 0.03
H: -1.13 1.26 -3.30
N: 2.17 -1.86 4.89
H: -0.50 -3.53 -1.65
H: -1.70 6.73 0.13
H: 4.59 1.45 -1.58
H: -3.23 0.12 0.52
C: -1.39 4.64 -0.12
C: 1.50 -2.94 4.51
H: 2.37 -1.12 4.25
H: 0.50 1.80 -5.07
H: -6.51 1.42 -1.90
H: 1.95 0.45 -0.76
H: -0.98 4.73 -1.12
C: -4.64 2.36 -2.33
C: 0.01 2.23 -1.74
C: 1.84 2.83 -3.75
C: 0.36 -4.37 3.26
C: -3.62 0.74 -0.28
H: -5.61 -0.03 -0.10
H: -1.24 -5.03 -2.06
H: 5.28 0.20 -2.62
H: 2.54 -4.33 0.04
C: -2.47 4.34 2.48

Electronic structure analysis, natural (NBO) charges in units of e: C -0.115; C -0.199; C 0.271; N -0.624; H 0.287; C -0.308; H 0.450; C -0.207; C -0.181; H 0.274; C -0.668; C -0.235; C -0.295; O -1.193; H 0.242; C 0.050; C -0.085; C 0.307; H 0.268; C -0.211; N -0.616; N -0.727; H 0.247; H 0.258; N -0.344; P 1.941; H 0.275; C -0.175; S 0.610; H 0.263; C 0.224; C 0.114; C -0.340; H 0.286; H 0.231; C -0.177; S 0.624; H 0.263; Pb 1.581; H 0.223; H 0.253; C -0.158; H 0.236; C -0.298; C -0.657; N -0.544; H 0.226; N -0.710; H 0.420; H 0.272; H 0.254; H 0.221; C -0.124; C 0.313; H 0.425; H 0.256; H 0.260; H 0.433; H 0.244; C -0.196; C -0.521; C -0.149; C 0.157; C -0.217; H 0.250; H 0.448; H 0.273; H 0.232; C -0.187



4.
Computed, not measured: a single C5H6O2 molecule in a non-equilibrium geometry, with ωB97M-V/def2-TZVPD.

Summary:
Frontier orbital gap (spin up / spin down) ... 8.321 / 7.256 eV
Largest force on an atom ... 6.5 eV/A
Energy above the lowest of the compared OMol25 structures with the same formula, charge and spin ... 221.2 kcal/mol

Positions of all 13 atoms, in Å:
C: -1.04 1.27 -0.22
H: -0.95 1.73 -1.24
H: -0.05 -1.93 0.58
H: -0.21 -1.64 -1.17
O: 2.55 -0.78 -0.07
H: -1.22 1.97 0.47
H: -2.23 -0.43 0.12
C: -1.16 0.00 0.29
C: -0.07 -1.20 -0.19
C: 1.49 0.85 0.01
H: -1.08 -0.06 1.41
O: 2.85 0.63 0.02
C: 1.12 -0.42 -0.02

Electronic structure analysis, natural (NBO) charges in units of e: C -0.205; H 0.220; H 0.223; H 0.223; O -0.213; H 0.177; H 0.253; C -0.487; C -0.424; C 0.220; H 0.236; O -0.250; C 0.028



5.
Computed, not measured: 12 unconnected molecules or ions with the total composition C7H36NO11, with ωB97M-V/def2-TZVPD.

Summary:
Frontier orbital gap ... 10.325 eV
Largest force on an atom ... 0.8 eV/A
Energy above the lowest of the compared OMol25 structures with the same formula, charge and spin ... 0.0 kcal/mol
Net charge ... +1

Positions of all 55 atoms, in Å:
H: -2.58 -2.30 1.36
H: 3.22 2.43 -3.80
H: 0.33 -2.54 0.51
H: -1.48 3.19 -0.43
C: 1.96 1.03 2.38
H: 1.29 -0.50 -3.79
H: -0.93 0.31 -3.27
H: -4.03 1.09 1.30
H: -1.02 -2.17 2.96
O: -0.18 -2.38 3.43
H: 2.68 0.32 0.47
C: 0.63 -0.42 0.75
H: 2.85 -1.71 1.77
H: -0.02 3.75 -3.60
H: -0.88 2.24 4.02
C: 3.03 0.67 3.09
O: -2.47 -1.78 2.19
O: 2.52 1.77 -3.87
C: 0.94 1.95 2.97
C: 1.75 0.65 0.94
H: -1.85 2.09 -1.51
O: -3.27 0.66 0.88
H: 0.26 -0.89 -4.88
H: -0.43 -2.45 4.36
H: 0.07 -0.18 -0.15
H: 3.85 0.09 2.67
O: -2.65 -3.04 -0.29
H: -2.74 1.38 0.46
H: 3.74 -1.14 -3.79
O: -2.13 2.53 -0.68
N: 1.99 -2.26 1.77
O: -1.60 0.97 -2.96
H: 1.48 -2.11 2.66
H: 1.71 2.20 -3.56
H: 1.45 1.54 0.38
H: -2.94 -2.27 -0.83
H: -0.06 -0.32 1.58
O: -3.45 -0.61 -1.56
H: 3.18 0.99 4.11
H: -0.45 2.35 -3.10
H: -3.49 -0.15 -0.69
H: -2.72 -0.88 1.88
C: 1.15 -1.84 0.60
H: -0.37 0.50 3.79
H: -3.34 -3.70 -0.37
H: -2.28 0.39 -2.54
O: 0.35 -0.71 -3.94
H: 1.76 -1.92 -0.29
O: 0.27 3.01 -3.05
H: 2.98 0.15 -3.37
H: 1.15 3.00 2.81
H: -4.35 -0.51 -1.90
H: 2.22 -3.24 1.71
O: 3.04 -0.81 -3.20
C: -0.14 1.55 3.61

Electronic structure analysis, natural (NBO) charges in units of e: H 0.506; H 0.484; H 0.240; H 0.494; C -0.014; H 0.507; H 0.520; H 0.497; H 0.520; O -1.024; H 0.209; C -0.427; H 0.430; H 0.490; H 0.210; C -0.405; O -1.007; O -0.997; C -0.232; C -0.449; H 0.511; O -1.010; H 0.487; H 0.493; H 0.240; H 0.180; O -0.983; H 0.524; H 0.482; O -0.989; N -0.693; O -1.046; H 0.487; H 0.511; H 0.237; H 0.507; H 0.234; O -0.995; H 0.221; H 0.508; H 0.512; H 0.504; C -0.223; H 0.198; H 0.487; H 0.511; O -0.981; H 0.229; O -0.981; H 0.502; H 0.220; H 0.495; H 0.433; O -0.996; C -0.370